Density functional theory data (ωB97M-V/def2-TZVPD) for 4 unconnected molecules or ions with the total composition C4H18NO3 in a non-equilibrium geometry.

```
26
Properties=species:S:1:pos:R:3
C -0.1177 0.8096 0.2467
C 0.8379 -0.0867 1.1049
C 0.1730 -1.4279 1.5506
C 0.5860 -2.5735 0.6020
N -0.1832 0.1366 -1.1258
H -1.1454 0.6961 0.6597
H 0.2373 1.8257 0.3425
H 1.7509 -0.4355 0.5710
H 1.1396 0.3464 2.0933
H 0.4998 -1.6923 2.5672
H -0.9313 -1.2816 1.5211
H -0.3307 -3.0089 0.0715
H 0.7055 -3.5154 1.1625
H 1.5405 -2.5981 0.0542
H -0.0851 -0.8949 -1.0610
H 0.5314 0.4648 -1.7920
H -1.0077 0.3131 -1.6447
H -3.4444 0.9710 -2.7327
H -3.7205 1.0443 -1.1882
O -3.0848 0.8629 -1.8595
H -0.0806 2.6005 3.6878
H 0.7495 3.4272 2.6748
O -0.0514 2.7512 2.8023
H 1.5770 -0.1621 -3.9525
H 2.1976 1.0878 -3.2288
O 1.6570 0.3397 -3.1268
```

Results
Multiplicity = 1
Energy above the lowest of the compared OMol25 structures with the same formula, charge and spin = 35.88 kcal per mole
HOMO-LUMO gap = 11.7 eV
Net charge = +1

These are the Mulliken partial charges, in e, on atoms 1 to 6: -0.603, -0.635, -0.325, -1.357, -0.093, 0.325

---

Density functional theory data (ωB97M-V/def2-TZVPD) for a single C7H4N2O2 molecule in a non-equilibrium geometry.

```
15
Properties=species:S:1:pos:R:3
N 1.9550 2.8700 -1.9917
C 1.5544 2.0084 -1.3458
C 0.7873 0.9731 -0.6157
C 1.5065 0.5587 0.6052
C 0.9647 -0.2434 1.5814
C -0.3627 -0.8326 1.1130
C -0.7180 -0.6453 -0.1516
N -1.9844 -1.3595 -0.3158
O -2.3092 -2.1550 0.4747
O -2.6321 -1.0483 -1.3236
C -0.4183 0.3148 -1.0898
H 2.5034 0.9970 0.7898
H 1.1277 -0.4089 2.6605
H -0.9938 -1.5198 1.6451
H -0.9804 0.4909 -2.0357
```

Results
SMILES = N#Cc1cccc([N+](=O)[O-])c1
Multiplicity = 1
Energy above the lowest of the compared OMol25 structures with the same formula, charge and spin = 86.45 kcal per mole
HOMO-LUMO gap = 9.5 eV

These are the Mulliken partial charges, in e, on atoms 1 to 6: -0.428, 0.047, 0.694, -0.464, -0.707, -0.168

---

Density functional theory data (ωB97M-V/def2-TZVPD) for a molecular structure, C47H51AsClN4S2Zr.

```
107
Properties=species:S:1:pos:R:3
Zr 0.6800 -1.5019 1.0063
C -2.0150 0.3283 0.3496
N -1.7722 -0.7945 1.3078
C -1.9611 -0.2659 2.6863
C -0.7607 0.5224 3.1316
N 0.4512 -0.3436 3.2052
C 0.2751 -1.3062 4.3349
C 1.5890 0.5561 3.4260
C 2.0399 0.8574 4.7037
C 3.1113 1.7205 4.8821
C 3.7225 2.2961 3.7775
C 3.2550 2.0141 2.5029
C 2.1856 1.1429 2.3111
S 1.6274 0.8280 0.6538
C -2.7362 -1.8685 1.0890
C -4.0692 -1.5794 0.8076
C -4.9869 -2.6023 0.6406
C -4.5708 -3.9226 0.7673
C -3.2496 -4.2087 1.0680
C -2.3155 -3.1832 1.2424
S -0.6453 -3.5904 1.6462
H -2.8478 0.9479 0.6858
H -2.2413 -0.0630 -0.6362
H -1.1355 0.9577 0.2774
H -2.1653 -1.0983 3.3571
H -2.8351 0.3903 2.6980
H -0.9417 0.9512 4.1199
H -0.5654 1.3421 2.4406
H -0.2774 -0.8398 5.1538
H 1.2467 -1.6156 4.7043
H -0.2639 -2.1848 3.9990
H 1.5634 0.4243 5.5723
H 3.4631 1.9385 5.8824
H 4.5628 2.9664 3.9068
H 3.7112 2.4696 1.6325
H -4.3926 -0.5506 0.7109
H -6.0205 -2.3705 0.4189
H -5.2796 -4.7306 0.6366
H -2.9181 -5.2348 1.1785
C -1.6051 6.1268 -5.1797
C -2.3050 4.9332 -5.0575
C -1.8614 3.9588 -4.1722
C -0.7275 4.1768 -3.3927
C -0.0267 5.3703 -3.5222
C -0.4660 6.3401 -4.4154
As -0.2594 2.7750 -2.1090
C -1.2810 3.5231 -0.6236
C -2.6537 3.4725 -0.4375
C -3.2149 4.0433 0.6983
C -2.3966 4.6482 1.6488
C -1.0233 4.7099 1.4571
C -0.4572 4.1575 0.3109
C 0.9774 4.2085 -0.0606
C 1.9897 4.8154 0.6747
C 3.2918 4.8138 0.1906
C 3.5961 4.1994 -1.0195
C 2.5905 3.5787 -1.7516
C 1.2885 3.5939 -1.2759
H -1.9429 6.8854 -5.8745
H -3.1920 4.7581 -5.6542
H -2.4048 3.0224 -4.0938
H 0.8581 5.5542 -2.9265
H 0.0830 7.2686 -4.5090
H -3.2918 3.0012 -1.1777
H -4.2877 4.0205 0.8434
H -2.8355 5.0918 2.5340
H -0.3999 5.2013 2.1952
H 1.7702 5.2943 1.6219
H 4.0746 5.3009 0.7583
H 4.6135 4.2058 -1.3902
H 2.8274 3.0920 -2.6904
C 1.5341 -3.7155 -4.4229
C 0.4824 -2.6150 -4.4798
N -0.1987 -2.3718 -3.1977
C -1.4594 -3.0937 -2.9629
C -1.3014 -4.4234 -2.2330
C 0.3526 -1.6169 -2.2423
C 1.5707 -0.8172 -2.5750
N -0.1750 -1.5140 -1.0388
H 1.9054 -3.9188 -5.4281
H 1.1164 -4.6394 -4.0234
H 2.3852 -3.4336 -3.8016
H -0.2923 -2.8839 -5.1943
H 0.9219 -1.6848 -4.8299
H -1.9160 -3.2486 -3.9381
H -2.1392 -2.4352 -2.4182
H -0.7294 -5.1345 -2.8302
H -2.2869 -4.8555 -2.0502
H -0.8026 -4.3055 -1.2679
H 1.3417 -0.1408 -3.3995
H 2.4004 -1.4570 -2.8720
H 1.8762 -0.2211 -1.7200
H -0.9960 -2.1058 -0.9486
Cl 2.9506 -1.9546 2.5301
C 2.6095 -3.6746 2.3247
C 2.5765 -4.5284 3.4113
C 2.2663 -5.8579 3.1817
C 2.0072 -6.2840 1.8824
C 2.0321 -5.3922 0.8234
C 2.3141 -4.0399 1.0170
C 2.1727 -2.9750 -0.0119
H 2.8015 -4.1678 4.4072
H 2.2258 -6.5519 4.0107
H 1.7776 -7.3257 1.6962
H 1.8155 -5.7399 -0.1805
H 1.9154 -3.4130 -0.9753
H 3.0992 -2.4032 -0.1206
```

Results
Multiplicity = 1
Energy above the lowest of the compared OMol25 structures with the same formula, charge and spin = 7.83 kcal per mole
HOMO-LUMO gap = 7.8 eV
Net charge = +1

These are the Mulliken partial charges, in e, on atoms 1 to 6: -0.310, -1.430, 2.449, -1.433, -1.086, 1.944

---

Density functional theory data (ωB97M-V/def2-TZVPD) for a gas-phase ion, C2H6N (charge +1) in a non-equilibrium geometry.

```
9
Properties=species:S:1:pos:R:3
C 0.6760 -0.5903 -0.0526
C -0.4175 0.1612 -0.7121
N -0.1719 0.3693 0.6660
H 0.5248 -1.6662 0.2058
H 1.7218 -0.3561 -0.3568
H -0.2697 0.8819 -1.5214
H -1.3423 -0.3873 -0.8223
H -0.9505 0.2375 1.4732
H 0.2345 1.3153 1.1220
```

Results
SMILES = C1C[NH2+]1
Multiplicity = 1
Energy above the lowest of the compared OMol25 structures with the same formula, charge and spin = 29.42 kcal per mole
HOMO-LUMO gap = 14.2 eV
Net charge = +1

These are the Mulliken partial charges, in e, on atoms 1 to 6: -0.253, -0.284, -0.326, 0.273, 0.282, 0.282

---

Density functional theory data (ωB97M-V/def2-TZVPD) for a molecular structure, C20H33BaF6NO4S2Si.

```
68
Properties=species:S:1:pos:R:3
Ba 1.1190 -0.3631 0.4833
C 0.9102 2.1661 -1.5164
C 0.3059 2.6582 -0.3613
C -0.9133 2.1362 0.0640
C -1.5277 1.1276 -0.6730
C -0.9236 0.6343 -1.8253
C 0.2998 1.1507 -2.2476
H 1.8576 2.5727 -1.8478
H 0.7824 3.4473 0.2070
H -1.3812 2.5082 0.9652
H -2.4751 0.7232 -0.3398
H -1.3924 -0.1588 -2.3931
H 0.7679 0.7561 -3.1401
F 0.7109 -4.6042 -3.1785
C 1.8918 -4.0740 -2.8837
F 2.3728 -4.6549 -1.7867
F 2.7305 -4.2673 -3.8902
S 1.6919 -2.2690 -2.5700
O 0.7946 -2.2260 -1.4238
O 1.2263 -1.6932 -3.7892
N 3.1322 -1.7414 -2.2453
S 4.0182 -2.0064 -0.9735
O 5.0045 -3.0129 -1.1529
O 3.2724 -1.9838 0.2771
C 4.8774 -0.3771 -0.9214
F 5.5053 -0.0915 -2.0452
F 5.7349 -0.3698 0.0884
F 3.9520 0.5889 -0.6901
C -2.4959 -0.8838 4.3232
C -1.6410 0.3908 4.3530
C -2.4081 1.4186 3.5065
C -1.6065 0.8932 5.8016
Si 0.1026 0.0376 3.5241
C 1.3292 1.5188 4.0058
C 0.6405 2.8718 3.7861
C 1.8973 1.5177 5.4294
C 2.5130 1.5140 3.0174
C 0.8430 -1.6199 4.2996
C 0.6846 -1.8071 5.8128
C 2.3383 -1.7421 3.9747
C 0.1810 -2.8201 3.6025
H -3.5217 -0.6447 4.6294
H -2.1279 -1.6510 5.0037
H -2.5449 -1.3150 3.3189
H -3.4057 1.5804 3.9336
H -2.5421 1.0540 2.4836
H -1.9139 2.3892 3.4598
H -2.6299 1.0023 6.1835
H -1.1272 1.8684 5.8923
H -1.0823 0.2042 6.4647
H -0.1398 3.0694 4.5194
H 0.1877 2.9363 2.7910
H 1.3760 3.6828 3.8672
H 1.1051 1.5349 6.1786
H 2.5225 2.4064 5.5899
H 2.5208 0.6467 5.6303
H 2.1731 1.7832 2.0055
H 3.0556 0.5676 2.9733
H 3.2413 2.2887 3.2873
H 1.1379 -0.9937 6.3803
H 1.1688 -2.7401 6.1298
H -0.3623 -1.8741 6.1092
H 2.9516 -0.9962 4.4783
H 2.5504 -1.6769 2.8998
H 2.7023 -2.7278 4.2893
H -0.8948 -2.8688 3.7576
H 0.6141 -3.7569 3.9746
H 0.3530 -2.8029 2.5189
```

Results
Multiplicity = 1
Energy above the lowest of the compared OMol25 structures with the same formula, charge and spin = 0.00 kcal per mole
HOMO-LUMO gap = 6.3 eV

These are the Mulliken partial charges, in e, on atoms 1 to 6: 1.738, -0.320, -0.366, -0.096, -0.411, -0.280

---

Density functional theory data (ωB97M-V/def2-TZVPD) for 2 unconnected molecules or ions with the total composition C4H13N2OS.

```
21
Properties=species:S:1:pos:R:3
C -0.7628 -0.0502 2.9991
C -0.6766 -0.2854 1.5009
S 0.7917 -1.2699 1.0404
N -1.9604 0.7485 3.3217
H -0.8435 -1.0193 3.4966
H 0.1573 0.4207 3.3613
H -1.6033 -0.7766 1.1961
H -0.6237 0.6898 1.0018
H 1.4924 0.2073 -0.3788
H -1.9495 1.0653 4.2831
H -2.0155 1.5649 2.7317
C -0.3670 -0.1574 -2.7914
N 0.9207 -0.8214 -2.6215
C 1.9800 0.0941 -2.2399
O 1.7327 0.8740 -1.0940
H -0.7160 0.4126 -1.9298
H -1.0918 -0.9338 -3.0514
H -0.2911 0.4734 -3.6849
H 0.8221 -1.5237 -1.8999
H 2.1085 0.7903 -3.0800
H 2.8959 -0.5034 -2.1612
```

Results
Multiplicity = 1
Energy above the lowest of the compared OMol25 structures with the same formula, charge and spin = 3.71 kcal per mole
HOMO-LUMO gap = 7.0 eV
Net charge = -1

These are the Mulliken partial charges, in e, on atoms 1 to 6: -0.385, -0.540, -0.670, -0.611, 0.263, 0.270

---

> Which value of HOMO-LUMO gap does entry 2 give?

9.5 eV